ORCA calculation (ωB97M-V/def2-TZVPD) on a 11-piece molecular cluster, C56H137Cl6N9 overall in a non-equilibrium geometry.

For the molar mass, the calculation gives 1149.49 g mol⁻¹. Its total energy is -5469.4958 hartree. The SMILES is CCN(CC)CC.CCN(CC)CC.CCN(CC)CC.CCN(CC)CC.CCN(CC)CC.CCN(CC)CC.CCN(CC)CC.CCN(CC)CC.CCN(CC)CC.ClC(Cl)Cl.ClC(Cl)Cl. The LUMO energy comes out at 0.34 eV. The calculation puts the orbital gap at 8.5 eV. The value obtained for the HOMO energy is -8.1 eV.

XYZ file:
```
208
Properties=species:S:1:pos:R:3:forces:R:3
Cl 21.566981 12.959987 18.303428 -0.35 0.11 0.51
Cl 16.760226 10.448309 15.344356 0.70 -0.13 -0.33
Cl 14.546393 8.769290 16.157091 0.05 -0.01 0.22
Cl 23.871687 12.536161 20.078091 -0.71 -0.32 -0.73
Cl 21.475141 11.164644 20.802065 -0.63 0.61 -0.35
Cl 14.031863 11.129191 14.555419 0.54 -0.17 0.67
N 11.925960 15.741603 17.518576 0.53 -0.38 0.56
N 18.305902 6.921090 18.676683 -0.86 -0.56 -1.13
N 15.850492 12.481784 18.633074 -0.37 -0.42 -1.20
N 19.780057 13.798651 13.308587 -1.84 -1.19 0.58
N 20.414124 16.547336 21.744212 1.57 -0.40 -0.79
N 18.899500 19.143662 18.027241 -0.17 -1.51 -0.42
N 16.593534 9.552931 24.034864 0.38 -2.33 -1.09
N 15.261998 19.244568 12.751354 0.74 -0.06 2.06
N 12.970894 13.898923 23.389237 0.80 0.45 -0.98
C 13.388188 11.749135 18.943419 0.69 -0.03 -0.41
C 15.395194 17.909046 12.128127 -0.17 1.45 0.80
C 17.475995 13.233150 12.273254 0.11 -0.83 -1.14
C 20.519419 12.079901 14.745278 0.44 -1.03 3.01
C 18.634467 19.456238 16.632456 1.84 -1.03 -0.38
C 13.863116 15.955983 22.333080 0.65 0.07 -1.01
C 17.784353 19.003737 20.220923 0.34 -0.29 -1.39
C 19.966070 19.940195 15.961214 -1.21 -1.37 -1.81
C 14.814133 13.646031 25.019822 -0.54 -0.18 -0.17
C 16.189252 8.659779 22.884880 -0.99 1.10 -0.02
C 16.858684 17.562637 12.099759 0.39 -1.12 -0.26
C 11.827210 13.005805 23.566494 0.84 1.32 -1.81
C 16.358374 13.738401 18.095834 0.75 -0.17 1.12
C 11.767594 16.448044 16.258584 -1.32 0.52 -0.01
C 15.942571 9.145479 25.238972 -0.10 0.35 2.56
C 14.961964 9.357945 22.225246 -0.55 -2.71 0.48
C 16.960164 7.344749 18.899662 -0.97 1.94 0.95
C 19.955741 18.092587 18.137576 -1.44 0.38 0.16
C 13.310292 17.534940 18.732787 1.44 -0.13 -1.82
C 16.082203 6.394222 19.700688 0.20 -0.42 0.82
C 19.011613 13.132538 12.203452 -1.22 1.88 2.15
C 19.512430 15.201351 13.420870 0.00 1.79 -1.41
C 15.107394 10.403807 15.845330 -0.93 -0.17 -1.59
C 14.330409 13.367996 23.581885 -0.25 -0.15 1.06
C 19.392254 8.241836 20.450889 -0.34 0.58 0.94
C 10.533055 13.808034 16.625550 1.44 -0.43 1.55
C 15.520304 20.443086 15.038339 -2.31 -2.26 1.16
C 21.749702 17.153098 21.462889 -0.65 -1.39 -1.93
C 15.469416 19.102849 14.228780 0.60 0.73 -0.27
C 18.993268 14.719030 20.936028 0.28 0.80 -0.49
C 20.841330 15.897176 13.735895 -0.35 0.81 -0.32
C 18.163228 11.601095 18.686916 1.58 -0.93 -1.64
C 18.050735 9.519788 24.088779 1.18 -0.48 -0.17
C 19.793365 16.716183 17.451553 0.24 -0.98 1.06
C 19.483456 13.163607 14.632385 0.95 -0.98 -1.23
C 20.386035 15.102131 21.427386 -0.01 -0.35 0.69
C 14.580841 12.646390 19.323998 0.28 -0.79 1.68
C 15.660527 10.428083 26.065917 -0.91 -1.39 0.01
C 16.839648 11.734931 19.402573 -0.28 0.21 -1.66
C 18.566147 10.599732 23.171314 -0.03 -0.83 -1.64
C 15.544540 14.235809 16.970605 -1.51 1.82 -1.32
C 20.303362 6.841144 17.203926 -1.05 0.35 0.95
C 14.049821 20.001140 12.461466 0.44 -1.69 -1.68
C 22.330648 11.828490 19.397791 1.35 -0.80 0.29
C 17.673916 18.662279 18.685724 -0.21 2.34 1.41
C 12.943964 14.755545 22.195083 0.26 0.16 0.10
C 14.136768 20.479088 11.017456 -1.37 1.76 -1.02
C 22.887972 16.437518 22.164180 -0.99 -1.04 1.06
C 12.090546 16.650809 18.662440 0.40 -0.24 -0.74
C 10.346790 17.097353 16.056325 1.30 -0.47 1.11
C 11.417289 12.954728 24.975679 -0.64 -1.03 1.84
C 19.079802 6.888126 19.886766 1.02 -1.15 -0.53
C 20.031831 16.718301 23.116115 -0.34 0.34 0.40
C 19.889312 18.154200 23.510898 0.83 1.26 -0.32
C 10.829498 14.797879 17.819105 1.47 -2.16 -1.42
C 18.988452 7.513522 17.527387 0.26 0.26 0.18
H 19.132264 12.099945 12.190415 1.14 -1.88 0.16
H 10.212881 17.859972 16.789168 -0.20 0.97 0.33
H 13.743726 16.669958 21.517339 -0.27 -0.19 -0.35
H 14.424565 12.268351 23.450110 -0.25 0.43 -0.48
H 16.436529 10.754683 19.592872 -0.26 -0.47 0.21
H 12.976367 12.035583 17.968928 -0.23 0.38 0.27
H 15.888936 5.429337 19.172677 0.43 0.60 0.57
H 14.998945 13.900093 22.894985 -0.11 -0.56 0.06
H 16.085422 7.562931 23.100629 -0.30 0.90 0.40
H 12.588384 17.181399 16.144997 -0.53 -0.37 -0.02
H 20.477535 20.585558 16.649944 0.39 0.26 0.23
H 9.540355 16.412365 16.237725 -0.22 -0.68 0.02
H 13.391217 18.160314 17.829361 -0.16 0.18 0.34
H 20.814979 17.028267 13.706922 -0.22 -1.20 0.47
H 20.782067 16.356440 23.846700 -0.64 -0.98 -0.25
H 20.669181 14.518075 22.353734 -0.37 0.32 -0.76
H 16.436299 18.615027 14.480160 -0.53 0.17 -0.68
H 16.552251 14.447169 18.937340 -0.49 0.16 -0.45
H 20.858979 18.532905 23.931740 -0.89 -0.04 -0.47
H 11.963994 15.195543 22.089997 -0.62 -0.24 -0.06
H 17.022071 12.668838 13.063688 0.14 -0.57 0.69
H 10.967334 13.890255 25.365585 0.65 -0.32 -0.37
H 19.137325 18.237487 24.279366 -0.24 0.27 0.26
H 15.141874 20.510113 10.596659 0.02 -0.44 0.22
H 14.274680 16.954628 18.685459 -0.91 0.33 0.50
H 18.815996 13.668643 20.977351 0.04 -0.98 -0.10
H 18.716493 15.425057 14.138730 0.14 0.07 0.37
H 17.926043 20.098765 20.158957 0.06 -0.55 0.84
H 20.603164 19.055119 15.634858 -0.60 1.23 0.51
H 20.026235 6.386376 19.560550 -0.57 0.20 0.86
H 17.373499 17.504094 13.076638 -0.44 0.14 -0.47
H 17.010406 16.591638 11.598802 -0.03 0.23 0.18
H 19.686450 20.512607 15.026289 0.48 -0.55 0.96
H 13.204272 14.253777 21.248073 -0.19 -0.30 0.12
H 18.430972 8.539668 23.720487 -0.20 0.26 0.14
H 16.909225 8.353735 19.463746 0.20 -1.00 -0.47
H 21.872387 17.089689 20.356108 0.06 -0.25 0.55
H 10.198950 17.470395 15.078312 0.11 0.62 -1.05
H 15.833768 15.250493 16.539147 -0.21 -0.96 1.06
H 12.239631 12.609821 25.634079 -0.54 0.34 -0.24
H 17.319561 13.570572 17.682777 1.17 -0.41 -0.18
H 21.138853 14.813870 20.687869 -0.05 0.37 -0.09
H 17.091905 12.748153 11.352699 0.04 0.44 0.30
H 14.778776 17.184374 12.658209 -0.18 -0.36 0.14
H 17.981336 20.283366 16.605926 -1.14 0.76 -0.09
H 18.263317 15.166436 21.602369 -0.31 0.22 -0.11
H 14.939365 10.944984 25.437702 0.08 0.56 0.30
H 16.522928 6.253742 20.740555 -0.66 -0.24 -1.29
H 19.802670 16.520415 16.391136 -0.13 0.96 -0.65
H 19.102748 15.648628 12.499699 0.22 -0.49 -0.11
H 14.105073 9.238887 22.947945 0.46 0.22 -1.06
H 16.965398 8.678547 22.157276 0.83 0.19 -0.55
H 22.538067 10.934993 18.792188 0.39 0.60 0.28
H 20.477851 11.628373 15.832628 -0.11 0.16 -2.17
H 15.164545 10.145951 27.034421 0.63 0.51 -0.69
H 14.935826 15.719423 22.297870 -0.29 0.02 0.37
H 20.563586 7.014626 16.226130 0.37 0.24 -2.62
H 14.706727 18.415998 14.628493 -0.20 0.23 0.24
H 9.933155 15.288978 18.045764 -1.52 0.96 0.54
H 18.643457 18.463306 20.657327 -0.31 0.51 -0.06
H 19.037604 16.268953 23.172495 0.31 -0.44 0.60
H 21.599638 15.607697 12.989983 -0.34 -0.13 0.37
H 14.603784 14.712461 25.234452 0.16 -0.63 0.17
H 21.088628 15.481683 14.706037 0.77 0.44 0.30
H 19.525856 13.820270 15.493123 0.46 0.66 -0.13
H 20.645161 16.101750 17.787003 -0.02 0.23 0.14
H 17.036874 14.192087 12.373143 -0.11 1.28 -0.23
H 14.227078 12.965551 25.711523 1.08 1.07 -0.50
H 21.119807 7.255419 17.729677 0.86 0.34 1.13
H 14.733037 8.928624 21.200168 0.02 0.47 1.27
H 20.863560 18.575107 17.865088 0.93 0.08 -0.18
H 21.514751 12.487103 14.697096 0.41 0.53 -0.04
H 18.534945 9.588309 25.079579 -0.83 0.32 -0.03
H 16.845434 19.341598 18.341520 0.47 -1.08 -0.08
H 9.583033 13.288925 16.685369 -0.11 0.03 0.30
H 18.935819 16.150309 17.836957 -0.10 0.30 0.00
H 15.589786 13.615043 16.068263 0.04 -0.44 0.39
H 13.729951 10.737438 18.742457 -0.03 -0.43 0.54
H 19.586324 10.468992 22.824311 0.53 0.16 0.72
H 20.237174 5.814158 17.377348 0.07 -1.80 0.20
H 23.010051 15.417951 21.770465 -0.20 0.24 -0.06
H 15.627105 20.064141 16.107882 0.25 0.92 -1.16
H 21.639763 18.200901 21.575461 0.28 1.08 0.86
H 12.630052 11.785344 19.747986 0.26 -0.15 -0.57
H 23.865650 16.855511 22.112032 0.58 0.83 -0.01
H 13.598695 16.513193 23.194452 0.06 0.39 1.19
H 14.242196 13.650470 19.155245 -0.08 0.74 0.41
H 16.478140 8.448487 25.940327 0.25 0.18 -0.96
H 14.489818 14.291269 17.295502 0.23 0.26 -0.55
H 18.180492 18.552308 16.120542 0.36 0.94 0.05
H 13.451497 19.914287 10.386834 0.30 -0.14 -0.33
H 18.843268 12.446226 18.825903 -0.12 -0.14 0.50
H 16.281569 21.115530 14.731560 0.78 0.44 -0.19
H 15.108197 6.876627 19.846680 0.12 -0.08 0.00
H 18.344787 11.575279 23.524050 0.09 0.97 0.48
H 13.140084 19.360170 12.603907 0.32 0.65 0.13
H 15.214523 10.379757 22.165331 0.16 1.23 -0.28
H 17.479175 17.620031 18.521530 -0.39 -0.62 -0.36
H 11.220800 17.274914 18.671837 -0.83 0.57 0.72
H 20.512112 11.348361 13.940540 -0.51 -0.29 0.23
H 16.579081 11.008799 26.191993 -0.29 -0.02 0.15
H 11.998263 12.040793 23.057321 -0.05 -0.11 0.49
H 19.836087 8.016734 21.406553 0.40 0.33 0.63
H 15.042083 11.018341 16.699439 -0.32 0.59 1.11
H 20.106266 8.876726 19.903675 -0.48 -0.36 -0.08
H 15.002942 8.624166 25.055342 -0.11 0.20 -0.33
H 15.900998 13.458789 25.044095 -0.42 -0.07 0.45
H 13.779561 21.562484 10.893919 0.31 -1.38 0.41
H 15.033166 17.996396 11.118558 -0.20 -0.12 -0.50
H 16.419365 7.623209 18.003458 0.32 -0.36 -0.66
H 18.585899 6.248291 20.681625 0.53 0.65 -1.08
H 18.449985 8.788323 20.681100 0.77 -0.07 -0.32
H 14.524356 20.940916 15.023944 0.75 -0.11 -0.06
H 17.006034 12.226321 20.333885 0.21 0.41 1.23
H 18.206639 11.493461 17.546499 -0.97 0.08 1.41
H 13.271741 18.192603 19.598489 0.07 -0.12 0.07
H 19.606293 18.744185 22.618564 0.04 0.01 0.64
H 18.829044 15.069069 19.886443 0.06 -0.14 0.87
H 18.496835 12.720643 14.733171 -0.50 0.00 -0.46
H 14.011749 20.896244 13.009293 -0.08 0.65 1.38
H 19.946749 17.918551 19.206464 0.57 -0.39 0.22
H 16.892644 18.714562 20.784690 0.00 0.20 -0.15
H 12.191046 16.049484 19.532020 -0.67 -0.73 0.93
H 17.317619 18.313376 11.479826 0.54 0.30 -0.08
H 18.671673 10.664544 19.004660 -0.12 0.69 0.19
H 14.817684 12.470336 20.433373 -0.63 0.55 -1.10
H 11.821763 15.727360 15.475329 0.69 -0.46 -0.70
H 11.029290 13.498485 23.011745 -0.23 -0.19 -0.18
H 10.623273 12.208215 25.053729 -0.07 -0.13 0.23
H 18.064282 10.514411 22.195151 -0.36 0.06 0.26
H 10.557239 14.378020 15.762688 -0.48 0.99 -1.92
H 18.368399 7.633656 16.637102 -0.47 -0.80 0.23
H 22.582202 16.285132 23.227814 0.68 0.25 -0.60
H 19.298368 8.528309 17.668780 -0.15 1.36 0.70
H 19.400021 13.542561 11.315765 0.31 0.50 -1.28
H 11.095682 14.152827 18.665175 0.16 0.48 0.12
H 11.345698 13.063189 16.438421 -0.53 0.44 0.62
```
Positions in Å, forces in eV/Å.

Mulliken population analysis, charges in e, atoms 1 to 8: 0.07, -0.12, -0.16, -0.15, -0.05, -0.18, 0.57, 0.18